# 1
{"formula": "C49H121N8NaO19", "method": "wB97M-V/def2-TZVPD", "species": ["Na", "O", "O", "O", "O", "O", "O", "O", "O", "O", "O", "O", "O", "O", "O", "O", "O", "O", "O", "O", "N", "N", "N", "N", "N", "N", "N", "N", "C", "C", "C", "C", "C", "C", "C", "C", "C", "C", "C", "C", "C", "C", "C", "C", "C", "C", "C", "C", "C", "C", "C", "C", "C", "C", "C", "C", "C", "C", "C", "C", "C", "C", "C", "C", "C", "C", "C", "C", "C", "C", "C", "C", "C", "C", "C", "C", "C", "H", "H", "H", "H", "H", "H", "H", "H", "H", "H", "H", "H", "H", "H", "H", "H", "H", "H", "H", "H", "H", "H", "H", "H", "H", "H", "H", "H", "H", "H", "H", "H", "H", "H", "H", "H", "H", "H", "H", "H", "H", "H", "H", "H", "H", "H", "H", "H", "H", "H", "H", "H", "H", "H", "H", "H", "H", "H", "H", "H", "H", "H", "H", "H", "H", "H", "H", "H", "H", "H", "H", "H", "H", "H", "H", "H", "H", "H", "H", "H", "H", "H", "H", "H", "H", "H", "H", "H", "H", "H", "H", "H", "H", "H", "H", "H", "H", "H", "H", "H", "H", "H", "H", "H", "H", "H", "H", "H", "H", "H", "H", "H", "H", "H", "H", "H", "H", "H", "H", "H", "H"], "positions_angstrom": [[4.06, -1.21, -0.98], [1.73, -0.49, -0.57], [4.96, -1.68, 1.40], [4.05, -6.57, -0.43], [0.53, -0.15, 1.35], [-3.06, -4.86, 2.93], [-2.32, 9.04, 1.77], [0.14, -1.38, 4.03], [2.71, 3.53, 1.55], [-4.36, -1.42, -0.42], [3.48, -2.13, -3.25], [-2.43, 0.95, -3.13], [0.41, -1.99, 0.22], [-2.04, -5.37, -1.78], [-0.58, 3.82, -5.37], [1.96, 3.50, 5.93], [-1.72, 5.65, -0.87], [4.95, 1.36, -1.95], [-7.27, -3.05, -6.21], [-3.68, 2.10, 4.45], [-0.14, 0.93, -4.88], [6.52, -1.13, -1.08], [3.00, -3.47, -0.70], [-0.70, 1.47, 3.48], [-5.49, -2.56, -2.95], [-3.93, 6.75, 1.19], [-0.28, -5.06, 1.48], [4.06, 2.75, 3.90], [0.87, 1.96, -4.73], [-4.07, -1.67, 0.95], [-1.75, 7.81, 1.42], [-0.27, 0.12, -3.68], [-4.73, 2.88, 5.02], [-8.56, -3.43, -6.66], [-2.65, 6.63, 1.86], [6.33, 1.12, -2.11], [-4.10, -2.28, -2.67], [-1.74, -4.50, 3.47], [3.18, -4.40, 0.43], [-3.44, -6.24, 3.26], [6.39, -1.64, 1.48], [-3.34, 1.53, -2.18], [7.02, -1.84, 0.07], [-1.78, 2.14, 2.74], [-3.93, 6.63, -0.29], [-3.09, 5.45, -0.87], [-1.57, 10.17, 1.27], [3.13, 1.84, 4.48], [1.14, -2.35, 4.38], [3.01, -7.55, -0.10], [4.27, 2.07, -2.93], [3.34, -1.51, -4.48], [1.71, 3.25, 0.56], [0.67, 3.29, 6.40], [0.63, 3.20, -5.72], [4.69, 2.51, 2.60], [-7.25, -2.99, -4.79], [2.59, -3.23, -3.13], [4.33, -1.65, 2.67], [4.25, -5.47, 0.46], [-2.86, 2.87, 3.59], [2.99, -4.13, -1.99], [-1.73, -5.52, -3.17], [-1.46, -5.14, 0.61], [-0.94, -5.14, -0.86], [-1.10, 0.82, -2.64], [-0.55, -5.34, 2.88], [-0.12, -0.43, 5.01], [-0.84, 5.02, -6.09], [-3.80, -2.44, -1.20], [2.72, 2.30, 5.93], [3.63, 2.42, 1.47], [6.83, 0.28, -0.90], [-1.23, 0.51, 4.48], [-5.79, -2.62, -4.40], [0.92, -0.90, 0.30], [-1.01, 4.73, -1.63], [0.04, 4.95, -1.79], [-3.79, -1.27, -2.96], [2.29, 1.82, 3.78], [-3.55, 0.86, -1.35], [-1.62, 10.20, 0.18], [2.25, -4.88, 0.75], [-0.05, -0.74, 1.84], [0.64, 2.85, -6.75], [-4.07, -2.71, 1.28], [3.29, -8.17, 0.75], [-1.00, 1.46, -4.91], [-2.16, -4.31, 0.70], [0.26, -4.91, 3.46], [-5.98, -1.81, -2.49], [7.92, 0.32, -0.83], [1.29, 2.25, 0.66], [-0.39, -4.23, -1.10], [5.24, -5.03, 0.31], [-1.78, -4.52, 4.56], [-2.06, 11.09, 1.56], [2.03, 3.49, -0.45], [0.55, 2.53, 7.16], [-5.13, 3.66, 4.36], [-0.54, 10.20, 1.62], [-1.06, 3.71, -1.25], [4.44, 1.58, -3.90], [4.27, 2.58, 0.61], [-4.98, 6.60, -0.58], [6.40, 0.80, -0.04], [0.86, 2.41, -3.74], [3.95, -4.60, -2.21], [-5.10, -3.32, -4.86], [-0.95, -6.22, -3.44], [-0.11, 0.89, 2.90], [-2.70, -6.86, 3.77], [-4.22, 3.31, 5.87], [-7.52, -3.97, -4.39], [-0.21, -5.92, -1.06], [-0.44, -0.94, 5.92], [-3.41, -2.98, -3.12], [-8.52, -3.57, -7.74], [5.34, 3.35, 2.39], [-1.50, 7.76, 0.37], [6.87, 2.07, -2.17], [-1.36, 2.90, 2.09], [3.25, -1.65, 2.53], [-2.53, -5.71, -3.88], [-2.72, -2.41, -1.07], [2.23, 1.45, 6.41], [-0.80, 7.59, 1.91], [-9.04, -4.28, -6.16], [-1.52, 4.80, -6.92], [-7.92, -2.22, -4.41], [6.70, -2.42, 2.16], [3.55, -2.19, -5.31], [1.58, -2.83, -2.98], [2.23, -4.91, -1.94], [-2.12, 5.71, 1.65], [0.70, -0.11, -3.25], [-1.96, -0.07, 3.93], [-1.44, -3.47, 3.26], [6.66, 0.70, -3.06], [-2.20, 1.34, 2.12], [1.35, -3.11, 3.63], [-2.25, 3.63, 4.08], [0.11, 4.18, 6.70], [3.65, 0.89, 4.36], [-3.04, 2.50, -1.79], [-9.25, -2.60, -6.49], [-3.86, -6.80, 2.42], [-3.07, -1.30, 1.17], [-3.49, 3.55, 3.02], [2.05, -1.84, 4.72], [2.12, -6.96, 0.14], [4.29, -5.98, 1.42], [0.05, 2.90, 5.59], [0.91, -2.82, 5.33], [-0.61, 1.77, -2.41], [-4.35, 1.75, -2.52], [-1.35, 5.66, -5.37], [6.69, -0.63, 1.75], [4.52, 3.13, -2.95], [-4.29, -6.14, 3.93], [4.60, -0.77, 3.24], [4.03, -0.67, -4.58], [6.81, -2.89, -0.13], [0.11, -4.14, 1.37], [2.54, -3.85, -4.03], [-5.59, 2.34, 5.42], [3.42, 3.50, 3.68], [2.12, -2.97, -0.71], [-3.51, 5.19, -1.84], [-5.63, -1.65, -4.88], [-1.81, 0.89, 5.32], [-1.47, 4.72, -2.62], [-1.99, -6.08, 0.79], [-4.74, -1.08, 1.57], [0.79, 0.11, 5.27], [0.85, 3.84, 0.89], [7.03, -1.44, -1.90], [-0.53, -6.41, 3.03], [-2.75, 6.75, 2.94], [-1.09, 0.18, -1.76], [3.28, 1.41, 1.28], [-0.72, -0.85, -3.92], [3.41, -3.73, 1.26], [-3.63, 7.57, -0.75], [-4.28, 7.60, 1.60], [2.92, -8.16, -0.99], [-4.27, -3.38, -0.88], [8.10, -1.66, 0.15], [1.87, 1.54, -4.88], [5.22, 1.56, 2.62], [3.70, 2.45, 6.37], [1.44, 3.92, -5.55], [-3.27, 4.51, -0.34], [0.07, 5.52, -6.43], [2.37, -1.08, -4.72], [4.62, -2.57, 3.18], [3.20, 2.10, -2.70], [-1.24, -4.60, -3.49]], "mulliken_charge": [0.553, -0.346, 0.435, -0.400, 1.137, -0.299, -0.381, 0.495, -0.516, -0.424, 0.113, -0.661, -1.361, -0.391, -0.193, -0.388, -0.460, 0.196, -0.293, -0.355, -0.337, -0.041, 1.408, 0.755, -0.254, -0.371, 0.246, -0.367, 0.227, -0.586, -0.599, -0.159, -0.824, -0.743, -0.243, -1.054, -0.707, -0.123, 1.192, -0.894, -0.604, -0.222, -1.151, -0.031, -0.911, -0.362, -0.746, 0.303, -0.836, -0.359, -0.707, -0.934, 0.011, -0.578, -0.911, -1.026, -0.363, -0.828, -1.029, -1.235, -1.032, -0.573, -0.758, -0.284, -0.093, 0.674, -0.961, -0.701, -0.841, -0.136, -0.795, 0.512, -0.418, -0.943, -0.656, 0.156, -0.558, 0.429, 0.456, 0.126, 0.135, 0.290, -0.332, -0.665, 0.354, 0.322, 0.287, 0.448, 0.079, 0.250, 0.313, 0.496, -0.213, -0.032, 0.251, 0.509, 0.281, 0.178, 0.338, 0.300, 0.295, -0.067, 0.373, 0.335, 0.462, 0.028, -0.199, 0.581, 0.312, 0.340, -0.308, 0.353, 0.355, 0.364, 0.416, 0.464, 0.226, 0.260, 0.390, 0.330, 0.475, -0.035, -0.296, 0.332, -0.069, 0.356, 0.462, 0.294, 0.279, 0.308, 0.399, 0.398, 0.146, 0.237, -0.268, -0.588, 0.402, -0.191, 0.456, 0.235, 0.036, 0.288, 0.368, -0.088, -0.239, 0.309, 0.276, 0.034, 0.659, 0.266, 0.026, 0.574, 0.038, 0.377, -0.228, 0.452, 0.173, 0.355, 0.414, 0.329, 0.559, 0.180, 0.380, -0.183, 0.459, 0.243, 0.393, -0.754, 0.574, 0.210, 0.582, 0.458, 0.358, 0.369, -0.064, 0.191, 0.219, 0.504, 0.536, 0.364, -0.218, 0.287, -0.884, 0.345, 0.358, 0.232, 0.398, 0.494, 0.246, 0.243, 0.364, 0.481, 0.149, 0.397, 0.280, 0.496, -0.148, 0.172], "energy_ha": -3969.0503, "e_above_lowest_kcal_mol": 0.0, "charge": 0, "molar_mass_g_mol": 1149.5, "gap_ev": 7.9, "e_homo_ha": -0.2991, "fmax_ha_per_bohr": 0.082}

=====

# 2
{"formula": "C49H128N8O15", "method": "wB97M-V/def2-TZVPD", "species": ["O", "O", "O", "O", "O", "O", "O", "O", "O", "O", "O", "O", "O", "O", "O", "N", "N", "N", "N", "N", "N", "N", "N", "C", "C", "C", "C", "C", "C", "C", "C", "C", "C", "C", "C", "C", "C", "C", "C", "C", "C", "C", "C", "C", "C", "C", "C", "C", "C", "C", "C", "C", "C", "C", "C", "C", "C", "C", "C", "C", "C", "C", "C", "C", "C", "C", "C", "C", "C", "C", "C", "C", "H", "H", "H", "H", "H", "H", "H", "H", "H", "H", "H", "H", "H", "H", "H", "H", "H", "H", "H", "H", "H", "H", "H", "H", "H", "H", "H", "H", "H", "H", "H", "H", "H", "H", "H", "H", "H", "H", "H", "H", "H", "H", "H", "H", "H", "H", "H", "H", "H", "H", "H", "H", "H", "H", "H", "H", "H", "H", "H", "H", "H", "H", "H", "H", "H", "H", "H", "H", "H", "H", "H", "H", "H", "H", "H", "H", "H", "H", "H", "H", "H", "H", "H", "H", "H", "H", "H", "H", "H", "H", "H", "H", "H", "H", "H", "H", "H", "H", "H", "H", "H", "H", "H", "H", "H", "H", "H", "H", "H", "H", "H", "H", "H", "H", "H", "H", "H", "H", "H", "H", "H", "H", "H", "H", "H", "H", "H", "H"], "positions_angstrom": [[-5.99, -6.47, -1.02], [-5.08, 7.34, 0.52], [0.55, 1.48, 0.35], [0.08, -1.09, 4.20], [0.11, 6.86, 5.17], [1.89, 6.47, -0.25], [1.93, 2.11, -3.71], [4.28, 2.87, 2.40], [-3.23, 2.53, -1.60], [-0.13, -2.70, -0.88], [1.12, -6.52, 0.39], [-1.32, -2.79, -5.84], [-2.92, 2.26, 3.14], [4.28, -1.75, -0.20], [-3.46, -3.95, 2.10], [-1.90, 0.25, 0.22], [2.70, -7.04, -2.12], [0.19, -5.94, -7.04], [0.70, -1.14, 1.47], [2.52, 5.10, -3.08], [-4.67, -3.95, -0.60], [5.37, 0.28, 1.84], [-4.71, 3.87, 1.79], [1.18, -1.59, 4.89], [5.56, -1.18, 1.96], [3.24, 5.03, -1.85], [1.66, 1.15, 1.10], [3.07, 6.40, -0.99], [4.68, 4.77, -2.31], [-7.00, -7.45, -1.02], [0.80, -6.68, 1.78], [1.41, -0.13, -3.11], [-6.03, -5.50, -2.06], [1.18, -0.95, 6.29], [5.57, 2.42, 2.96], [-1.19, -5.76, -5.03], [-2.42, 0.29, -1.16], [-2.29, 2.74, 4.30], [5.45, 0.89, 3.16], [1.63, 7.78, 0.27], [-2.59, -3.78, 3.21], [1.14, -7.71, -0.42], [0.99, -3.11, 4.94], [-0.97, -1.43, -6.10], [-3.35, -3.56, -0.27], [-0.81, -5.15, -6.37], [0.84, -8.40, -2.82], [1.90, -0.37, 0.99], [4.27, 4.02, 1.55], [-4.75, -4.62, -1.92], [-2.25, 1.59, -2.05], [-2.72, 1.21, 1.01], [1.03, -3.03, -0.13], [-0.25, 8.45, 3.52], [4.32, -2.48, -1.40], [-0.21, -3.12, -2.20], [3.58, 1.03, -2.44], [-4.96, 8.23, 1.64], [-2.17, 1.33, 2.42], [2.10, 1.17, -2.69], [0.80, -2.61, 1.25], [-3.30, -2.92, 1.13], [0.44, 6.01, 3.08], [-4.29, 5.24, 1.63], [-2.82, 5.22, 1.20], [-0.36, -3.66, -6.33], [-3.10, 3.72, -2.35], [0.35, 2.84, 0.40], [5.42, -2.00, 0.64], [1.35, -7.30, -1.90], [-0.44, 6.98, 3.87], [-5.28, 5.94, 0.71], [3.39, -2.23, -1.92], [4.31, -3.55, -1.21], [-0.17, -6.89, -7.00], [1.86, -3.59, 5.40], [2.51, 1.65, 0.64], [5.10, -2.17, -2.09], [0.49, -5.74, 2.24], [-6.94, -4.91, -2.20], [1.72, 8.54, -0.50], [-0.02, -7.38, 1.88], [0.16, 6.08, 2.03], [-1.26, 2.03, -1.91], [3.99, 1.84, -1.84], [-1.04, -1.24, -7.17], [3.30, 4.22, 1.10], [-0.40, -5.88, -4.29], [1.91, -1.32, 7.01], [-0.50, 7.29, 5.78], [-3.39, 3.52, -3.38], [3.93, 6.42, -0.31], [6.41, 2.53, 2.28], [-0.67, 3.01, 0.03], [-3.11, -2.72, -0.92], [1.93, -8.33, 0.01], [-4.14, 3.38, 2.47], [-0.95, 0.58, 0.16], [-4.50, 3.37, 0.93], [0.10, -3.51, 5.43], [-5.04, -4.63, 0.04], [0.90, -3.53, 3.94], [0.96, 3.35, -0.35], [0.37, 3.36, 1.36], [3.81, 0.21, -1.76], [-1.70, -6.71, -5.21], [-4.34, 5.77, 2.59], [2.36, 2.92, -3.43], [1.56, 5.35, -2.89], [1.01, -5.98, -6.46], [-3.50, 0.13, -1.19], [-3.09, -4.38, 3.97], [-1.12, -2.75, -2.66], [1.47, -9.29, -2.79], [-0.25, -3.39, -7.38], [-5.26, 5.42, -0.24], [-1.93, 1.97, 4.97], [1.48, 6.32, 3.04], [4.59, 0.69, 3.81], [-1.87, -5.09, -4.52], [5.26, 4.43, -1.45], [-4.05, -2.14, 1.19], [0.93, -6.32, -2.13], [5.71, 2.93, 3.91], [0.34, -0.06, -3.34], [-5.96, 8.25, 2.08], [2.91, 5.84, -3.64], [1.59, 1.49, 2.13], [2.02, -0.52, -0.08], [4.71, 3.92, -2.98], [0.65, 7.78, 0.75], [-3.78, 0.95, 1.04], [-8.01, -7.05, -1.03], [-0.71, 9.13, 4.24], [-2.74, 4.72, 0.23], [1.62, 1.53, -1.78], [0.42, 4.96, 3.39], [-0.18, -0.98, -5.49], [-2.08, 0.43, 3.03], [1.96, -2.73, -0.61], [-0.19, -8.67, -2.56], [-4.24, 7.93, 2.40], [5.36, -3.07, 0.81], [-1.49, 6.65, 3.85], [-6.90, -8.12, -0.17], [1.23, 0.14, 6.27], [-2.10, 4.16, -2.41], [6.58, -1.25, 2.34], [-2.49, -2.78, 3.62], [0.80, -8.11, -3.86], [3.19, 7.24, -1.68], [-5.88, -6.03, -3.00], [-4.52, -3.95, -2.74], [0.21, -8.26, -0.32], [-1.62, -4.24, 2.99], [-3.79, 4.45, -1.93], [-2.26, 6.15, 1.19], [2.06, -1.24, 4.34], [-2.03, -0.64, -1.57], [4.60, 4.84, 2.18], [-6.97, -8.07, -1.91], [2.33, 8.00, 1.08], [4.86, -1.61, 2.68], [-0.80, 8.66, 2.60], [1.14, -4.12, -0.10], [4.94, 3.89, 0.69], [0.58, -3.52, -5.78], [-2.53, 1.37, -3.08], [4.15, 0.81, -3.34], [2.88, 4.14, -1.34], [-0.17, -2.92, 1.64], [-2.23, 4.63, 1.90], [1.84, -0.53, -4.02], [-1.79, -0.82, -5.71], [2.81, -0.75, 1.45], [-1.71, -5.18, -6.99], [-3.02, 3.33, 4.85], [1.51, -3.06, 1.95], [5.11, 5.69, -2.72], [1.45, -0.84, -2.28], [-0.28, -4.20, -2.27], [0.22, -1.12, 6.77], [3.18, -7.92, -1.99], [-2.77, 2.19, 0.53], [2.95, -6.54, -1.27], [1.63, -7.15, 2.31], [-4.69, 9.23, 1.31], [0.23, -1.16, 3.25], [-1.46, 3.42, 4.09], [-0.08, -0.88, 0.88], [6.34, -1.90, 0.05], [6.33, 0.63, 3.75], [-1.13, 1.65, 2.43], [-3.94, -5.34, -1.99], [4.59, 0.68, 1.34], [-2.62, -4.36, -0.40], [0.63, -2.73, -2.77], [-2.36, -2.36, 1.14], [-6.24, 5.63, 1.13], [0.79, 8.65, 3.26]], "mulliken_charge": [-0.245, -0.376, 1.028, -0.539, -0.571, -0.059, -0.885, -0.090, -0.342, 1.143, -0.120, -0.278, -0.567, 0.363, -0.475, 1.462, -0.785, -0.769, 1.163, -0.650, -0.404, -0.132, -0.807, 1.537, -0.754, 2.791, -0.853, -1.299, -1.707, -0.804, -0.694, -1.009, -0.767, -1.773, -0.852, -1.026, -0.764, -0.634, -0.422, -0.763, -0.517, -1.076, -0.830, -0.762, -0.342, 0.458, -1.621, 0.694, -0.535, -0.598, -0.113, -0.228, 1.012, -1.324, -0.853, -1.362, -0.810, -0.562, -0.066, 2.886, -0.385, 0.684, -1.074, 0.117, 0.053, -0.649, -0.647, 0.048, -0.868, 1.960, 0.688, -0.964, 0.041, 0.329, 0.317, 0.390, -0.547, 0.277, 0.000, 0.405, 0.441, 0.359, 0.040, -0.317, -0.094, 0.412, -0.130, 0.022, 0.384, 0.354, 0.347, 0.365, 0.372, -0.851, -0.131, 0.291, 0.561, -0.571, 0.295, 0.286, 0.368, -0.071, -0.501, 0.560, -0.339, 0.471, 0.451, 0.304, 0.168, 0.281, 0.599, 0.422, 0.233, 0.412, 0.363, 0.203, 0.319, 0.545, 0.129, 0.237, 0.319, 0.317, -0.884, 0.440, 0.201, 0.321, 0.286, 0.708, -1.000, 0.413, 0.017, 0.854, 0.319, 0.390, -0.397, -1.270, 0.268, 0.269, 0.348, -0.859, 0.394, 0.162, 0.459, 0.109, 0.242, 0.388, 0.283, 0.548, 0.272, 0.358, 0.452, 0.428, 0.431, 0.508, 0.046, 0.081, 0.656, -0.339, -0.329, 0.389, 0.308, 0.342, 0.151, 0.305, 0.006, 0.333, 0.256, 0.812, 0.505, -1.459, -0.535, -0.165, 0.660, 0.261, 0.397, 0.260, 0.324, 0.418, 0.454, -0.621, 0.127, 0.360, 0.283, -0.725, 0.306, 0.312, 0.255, 0.097, 0.081, -1.017, 0.412, 0.529, -0.123, 0.262, 0.048, 0.225, 0.232, -0.452, 0.406, 0.283], "energy_ha": -3509.9955, "e_above_lowest_kcal_mol": 0.0, "charge": 0, "molar_mass_g_mol": 1069.6, "gap_ev": 8.8, "e_homo_ha": -0.3032, "smiles": "COC[C@H](C)N.COC[C@H](C)N.COC[C@H](C)N.COC[C@H](C)N.COCCNCCOC.COCCNCCOC.COCCNCCOC.COCCNCCOC.CC(C)O.CC(C)O.CC(C)O", "fmax_ha_per_bohr": 0.052}

=====

Look up the charge of the first one. 0

=====

Look up the charge of the second one. 0